{
  "formula": "C24H46BrClIrN7O2PS",
  "method": "wB97M-V/def2-TZVPD",
  "e_above_lowest_kcal_mol": 0.5,
  "s2": 8.787,
  "charge": 2,
  "multiplicity": 6,
  "e_homo_ha": [-0.4691, -0.5076],
  "gap_ev": [8.071, 6.260],
  "species": ["Ir", "C", "C", "C", "C", "C", "C", "C", "Br", "C", "O", "C", "C", "C", "C", "C", "C", "H", "H", "H", "H", "H", "H", "H", "H", "H", "H", "H", "H", "H", "H", "H", "H", "H", "H", "H", "H", "C", "C", "N", "N", "C", "S", "N", "N", "H", "H", "H", "H", "H", "H", "C", "N", "C", "P", "O", "N", "C", "C", "N", "C", "C", "H", "H", "H", "H", "H", "H", "H", "H", "H", "H", "H", "H", "H", "H", "H", "H", "H", "H", "Cl", "C", "H", "H"],
  "positions_angstrom": [[0.48805, -0.22524, -0.62719], [3.95358, -0.59939, 6.33735], [4.94129, -0.38376, 5.19286], [5.81198, 0.84387, 5.50895], [5.83545, -1.62903, 5.06824], [4.24878, -0.14968, 3.86554], [2.84043, -0.11720, 3.74960], [2.28120, 0.09643, 2.52986], [0.39478, 0.21815, 2.38813], [3.05752, 0.30235, 1.32455], [2.48464, 0.50825, 0.22074], [4.50806, 0.26811, 1.45148], [5.01674, 0.04927, 2.70812], [5.49871, 0.45396, 0.29840], [6.44848, -0.75344, 0.29030], [6.30146, 1.73038, 0.58426], [4.90438, 0.57251, -1.10854], [4.50932, -0.76596, 7.25842], [3.32491, -1.47534, 6.17708], [3.31543, 0.26921, 6.49971], [6.31535, 0.68503, 6.46172], [5.20986, 1.74810, 5.59211], [6.57920, 1.00839, 4.75422], [6.32876, -1.80727, 6.02300], [6.61222, -1.50677, 4.31585], [5.25175, -2.51503, 4.82023], [2.22088, -0.25386, 4.62186], [6.09074, 0.02254, 2.82221], [7.01539, -0.84741, 1.21478], [7.16615, -0.63587, -0.52086], [5.90397, -1.68316, 0.12652], [6.84938, 1.66799, 1.52301], [5.65296, 2.60574, 0.62619], [7.02652, 1.88611, -0.21393], [4.30040, -0.28989, -1.37888], [5.73664, 0.63161, -1.81117], [4.30011, 1.46733, -1.23148], [-0.73371, 5.05038, -1.16265], [-0.21187, 4.01611, -2.08107], [0.03912, 4.16294, -3.34262], [0.50424, 2.95537, -3.76432], [0.54708, 2.04961, -2.79295], [1.06061, 0.42273, -2.87508], [0.08657, 2.71848, -1.70011], [-0.01510, 2.11641, -0.44556], [-0.93459, 5.94904, -1.73956], [-0.00453, 5.28564, -0.38697], [-1.65973, 4.72647, -0.68710], [0.77824, 2.82863, -4.72739], [0.69513, 2.48814, 0.18374], [-0.94588, 2.26176, -0.06108], [-3.95126, -3.14082, -2.39277], [-2.80016, -2.31146, -2.02666], [-1.80082, -2.27087, -3.08608], [-3.04246, -1.05595, -0.99229], [-1.72577, -0.30927, -0.79448], [-4.14476, 0.06131, -1.47695], [-3.76127, 1.26766, -2.19059], [-5.58447, -0.18283, -1.49937], [-3.69127, -1.73773, 0.34698], [-3.33110, -3.07036, 0.82373], [-4.22541, -0.89806, 1.41341], [-3.60810, -4.15362, -2.60486], [-4.45284, -2.74958, -3.28191], [-4.66932, -3.18990, -1.57722], [-1.43237, -3.28097, -3.26899], [-0.96201, -1.63878, -2.80452], [-2.22336, -1.88677, -4.01903], [-2.67722, 1.35136, -2.23591], [-4.16917, 2.14771, -1.68619], [-4.15086, 1.25102, -3.21101], [-5.83369, -1.06740, -0.91837], [-5.94145, -0.32163, -2.52248], [-6.10587, 0.67234, -1.06414], [-2.87390, -3.65450, 0.03126], [-4.22786, -3.58908, 1.16772], [-2.63432, -3.00174, 1.66334], [-4.50104, 0.08166, 1.03353], [-3.48884, -0.77664, 2.21217], [-5.11405, -1.36818, 1.83700], [1.77943, -2.55022, -1.25799], [0.46928, -2.31813, -0.08991], [0.81838, -2.54577, 0.91033], [-0.41784, -2.85242, -0.40554]]
}



{
  "formula": "C24H46N2O23S5",
  "method": "wB97M-V/def2-TZVPD",
  "e_above_lowest_kcal_mol": 0.0,
  "smiles": "CCCCN[C@@H]1CC(=O)N[C@H]1CCCCOC(C)=O.O=S1(=O)OCCO1.O=S1(=O)OCCO1.O=S1(=O)OCCO1.O=S1(=O)OCCO1.O=S1(=O)OCCO1",
  "e_homo_ha": -0.3444,
  "gap_ev": 9.410,
  "species": ["C", "C", "C", "C", "N", "C", "C", "C", "O", "N", "C", "C", "C", "C", "C", "O", "C", "C", "O", "H", "H", "H", "H", "H", "H", "H", "H", "H", "H", "H", "H", "H", "H", "H", "H", "H", "H", "H", "H", "H", "H", "H", "H", "H", "H", "O", "S", "O", "O", "C", "C", "O", "H", "H", "H", "H", "O", "S", "O", "O", "C", "C", "O", "H", "H", "H", "H", "O", "S", "O", "O", "C", "C", "O", "H", "H", "H", "H", "O", "S", "O", "O", "C", "C", "O", "H", "H", "H", "H", "O", "S", "O", "O", "C", "C", "O", "H", "H", "H", "H"],
  "positions_angstrom": [[7.20150, -2.25788, 3.90608], [6.69696, -1.86763, 2.50562], [5.46732, -0.94210, 2.54930], [5.82948, 0.49690, 2.20799], [4.86664, 1.51514, 2.60851], [3.52290, 1.29819, 2.18260], [3.15859, 1.68893, 0.74924], [1.64993, 1.47450, 0.84417], [0.87073, 1.07167, -0.00918], [1.29557, 1.81004, 2.14993], [2.49286, 2.16008, 2.92380], [2.33863, 1.94826, 4.41786], [1.98547, 0.49332, 4.77546], [0.47238, 0.31189, 4.98482], [-0.09265, -0.97894, 4.38886], [-1.35108, -0.71478, 3.74587], [-1.27317, -0.25788, 2.46068], [-0.83275, -1.21291, 1.38931], [-1.58943, 0.89713, 2.20750], [6.69017, -1.70534, 4.68570], [8.27100, -2.12404, 4.02062], [7.00017, -3.31010, 4.08525], [7.48348, -1.37263, 1.94311], [6.44435, -2.76294, 1.95080], [4.75188, -1.32174, 1.81909], [4.95856, -1.00552, 3.50750], [6.04499, 0.60642, 1.14822], [6.75933, 0.73087, 2.72430], [4.92327, 1.71298, 3.59304], [3.11064, 0.29019, 2.30578], [3.66075, 1.08271, 0.00730], [3.26860, 2.75825, 0.59225], [0.48041, 2.39350, 2.25005], [2.70832, 3.22314, 2.77506], [1.54768, 2.58656, 4.80206], [3.26555, 2.23060, 4.90777], [2.49955, 0.23157, 5.69607], [2.34438, -0.19240, 4.01580], [0.25265, 0.32734, 6.04747], [-0.05473, 1.15681, 4.55518], [0.61599, -1.43258, 3.70167], [-0.29542, -1.69803, 5.17263], [-0.02678, -1.83700, 1.76329], [-0.46936, -0.64721, 0.54399], [-1.64139, -1.88490, 1.12325], [-3.14316, -4.25874, -1.36153], [-3.50366, -3.37175, -2.40884], [-3.49618, -3.78660, -3.76447], [-2.63547, -2.03904, -2.25735], [-3.49385, -0.89104, -2.14458], [-4.74647, -1.43066, -1.48575], [-4.92680, -2.72451, -2.08421], [-3.69682, -0.50759, -3.14576], [-3.00192, -0.12588, -1.55040], [-5.62121, -0.81643, -1.67517], [-4.61268, -1.56129, -0.40989], [-1.72280, 5.96377, 6.39643], [-1.48688, 4.63790, 5.95893], [-0.25019, 3.98721, 6.20197], [-1.82800, 4.55381, 4.39858], [-2.81770, 3.53843, 4.15919], [-3.63859, 3.50531, 5.42950], [-2.66522, 3.68476, 6.47103], [-2.30593, 2.58986, 3.98349], [-3.40311, 3.80099, 3.28291], [-4.15539, 2.56127, 5.57194], [-4.35510, 4.32816, 5.47263], [0.26722, -9.54824, -3.79677], [0.31414, -8.15816, -3.52414], [1.51257, -7.52843, -3.10655], [-0.86184, -7.80871, -2.49704], [-1.72712, -6.80414, -3.05082], [-1.64785, -7.02353, -4.54529], [-0.26780, -7.34793, -4.77579], [-1.34696, -5.82168, -2.77063], [-2.73291, -6.92874, -2.66200], [-1.91944, -6.13878, -5.11295], [-2.26188, -7.86892, -4.86268], [1.64575, 2.79858, -6.08769], [0.42141, 3.02788, -5.41472], [-0.75919, 3.37098, -6.12361], [0.67234, 4.09498, -4.25028], [0.26074, 3.55335, -2.98347], [0.47080, 2.06186, -3.12623], [0.07288, 1.78447, -4.47918], [-0.79159, 3.79883, -2.82917], [0.85781, 3.98648, -2.18671], [-0.13261, 1.48280, -2.43526], [1.52017, 1.78851, -3.00765], [-5.08408, 0.85242, -5.34194], [-5.51824, 1.35643, -6.59535], [-6.86158, 1.21172, -7.01947], [-4.53329, 0.79777, -7.72581], [-3.94326, 1.88313, -8.45828], [-3.88250, 3.01664, -7.45777], [-5.11255, 2.89680, -6.72016], [-4.58934, 2.12355, -9.30479], [-2.96127, 1.59054, -8.81792], [-3.83021, 3.99431, -7.92676], [-3.04721, 2.89688, -6.76739]]
}



{
  "formula": "C24H46O7S2Si2",
  "method": "wB97M-V/def2-TZVPD",
  "e_homo_ha": -0.3007,
  "gap_ev": 8.591,
  "species": ["C", "C", "C", "C", "Si", "C", "C", "C", "C", "O", "O", "Si", "O", "C", "C", "C", "C", "C", "C", "C", "C", "H", "H", "H", "H", "H", "H", "H", "H", "H", "H", "H", "H", "H", "H", "H", "H", "H", "H", "H", "H", "H", "H", "H", "H", "H", "H", "H", "H", "H", "H", "C", "C", "C", "S", "O", "O", "C", "H", "H", "H", "H", "H", "H", "H", "H", "C", "C", "C", "S", "O", "O", "C", "H", "H", "H", "H", "H", "H", "H", "H"],
  "positions_angstrom": [[1.53266, 4.99438, -4.21904], [-0.01188, 5.11839, -4.66033], [-1.04593, 4.81018, -3.43478], [-2.50288, 4.70486, -4.09855], [-3.95065, 4.57596, -2.81946], [-3.58320, 5.46073, -1.15714], [-4.90550, 5.34661, -0.24474], [-4.65226, 5.93873, 1.23485], [-3.74546, 4.94074, 2.10961], [-4.55282, 3.73884, 2.34469], [-4.54249, 2.95151, -2.65878], [-3.62548, 1.98304, -1.56587], [-2.08529, 2.62655, -1.12088], [-3.38444, 0.27273, -2.38717], [-2.68811, -0.82453, -1.46284], [-3.56981, -2.07653, -1.10169], [-3.07602, -3.27055, -0.25570], [-1.61190, -3.24432, 0.26488], [-0.71935, -1.99332, -0.06828], [0.80535, -1.96630, 0.46504], [-1.23761, -0.78611, -0.93092], [1.67390, 5.33738, -3.14069], [1.80288, 3.87017, -4.23619], [2.20507, 5.58051, -4.95268], [-0.26405, 6.09048, -5.20469], [-0.18989, 4.27415, -5.43353], [-0.93919, 5.68999, -2.71818], [-0.66432, 3.81650, -2.98786], [-2.68132, 5.71378, -4.64131], [-2.53971, 3.90290, -4.90904], [-5.06211, 5.34552, -3.43399], [-2.61838, 5.13685, -0.64570], [-3.47780, 6.58511, -1.41986], [-5.36207, 4.29870, -0.22287], [-5.71745, 6.02701, -0.71257], [-5.63030, 6.14413, 1.79912], [-4.14223, 6.96173, 1.08381], [-3.54075, 5.44857, 3.11809], [-2.80516, 4.70898, 1.50789], [-4.42176, 3.20691, 1.52828], [-4.39378, 1.83724, -0.31140], [-1.38915, 2.14316, -1.62116], [-4.42021, -0.11474, -2.71196], [-2.68168, 0.42972, -3.29259], [-4.64850, -2.14192, -1.49729], [-3.75746, -4.16516, -0.01482], [-1.18980, -4.12490, 0.87352], [1.43741, -1.41093, -0.32816], [0.93467, -1.50929, 1.49943], [1.17344, -3.06465, 0.41393], [-0.57400, 0.11439, -1.17802], [2.53367, -7.81523, 1.81731], [3.56094, -6.72902, 1.49033], [2.80019, -5.53753, 0.90678], [1.15853, -5.59957, 1.61344], [0.21252, -5.86196, 0.55284], [0.99282, -4.50154, 2.54023], [1.39711, -7.10405, 2.54128], [2.96396, -8.60986, 2.43003], [2.16444, -8.26513, 0.88988], [4.07381, -6.42408, 2.40796], [4.32163, -7.08918, 0.79465], [3.27224, -4.59033, 1.17088], [2.70471, -5.61580, -0.17778], [0.47253, -7.68053, 2.56100], [1.68939, -6.82654, 3.55645], [5.17466, -1.24501, 3.89721], [4.54495, -1.34547, 2.50630], [5.55345, -2.04954, 1.59594], [6.53291, -3.10659, 2.65749], [7.89319, -2.62192, 2.66121], [6.20749, -4.48917, 2.38456], [5.75517, -2.62260, 4.18867], [4.44372, -0.94998, 4.65267], [5.97324, -0.49611, 3.88797], [3.62515, -1.93719, 2.56469], [4.27735, -0.36273, 2.11185], [5.05662, -2.65781, 0.83919], [6.22608, -1.33626, 1.11663], [6.48969, -2.61817, 4.99357], [4.96463, -3.34498, 4.40433]]
}



{
  "formula": "C24H47BrF4N8O9P2S",
  "method": "wB97M-V/def2-TZVPD",
  "smiles": "N#C[C@@H](P(O)Br)[C@](C#N)(C(F)(F)C(F)F)P(O)(O)=S.CN(C)C=O.CN(C)C=O.CN(C)C=O.CN(C)C=O.CN(C)C=O.CN(C)C=O",
  "e_homo_ha": -0.3135,
  "gap_ev": 8.788,
  "species": ["N", "C", "C", "P", "O", "Br", "C", "C", "N", "C", "F", "F", "C", "F", "F", "P", "O", "O", "S", "H", "H", "H", "H", "H", "C", "N", "C", "C", "O", "H", "H", "H", "H", "H", "H", "H", "C", "N", "C", "C", "O", "H", "H", "H", "H", "H", "H", "H", "C", "N", "C", "C", "O", "H", "H", "H", "H", "H", "H", "H", "C", "N", "C", "C", "O", "H", "H", "H", "H", "H", "H", "H", "C", "N", "C", "C", "O", "H", "H", "H", "H", "H", "H", "H", "C", "N", "C", "C", "O", "H", "H", "H", "H", "H", "H", "H"],
  "positions_angstrom": [[-6.02491, 0.61664, -3.69278], [-5.32393, 0.32834, -2.86255], [-4.19429, 0.13391, -1.86129], [-3.28575, -1.44336, -2.42706], [-2.48896, -2.15640, -1.14661], [-4.92771, -2.89241, -2.95363], [-3.16720, 1.37753, -1.88066], [-2.10244, 1.01121, -2.93523], [-1.11206, 0.84548, -3.44198], [-2.57670, 1.52973, -0.44471], [-3.40506, 2.38168, 0.22065], [-2.60629, 0.37323, 0.26959], [-1.12999, 2.08694, -0.36621], [-0.90925, 2.39930, 0.95964], [-0.19146, 1.14818, -0.67022], [-3.95087, 2.95842, -2.53299], [-4.16046, 2.87794, -4.16073], [-5.40542, 3.18170, -1.80647], [-2.86269, 4.53818, -2.20562], [-4.69398, 0.04344, -0.87354], [-1.62098, -1.71327, -1.11252], [-0.95293, 3.01990, -0.92855], [-4.34298, 3.78615, -4.46086], [-5.64456, 4.13848, -1.77132], [-6.55660, -7.99871, -3.77535], [-6.99982, -6.62703, -3.62426], [-7.80949, -6.26980, -2.47265], [-6.68399, -5.66771, -4.52100], [-7.02638, -4.50271, -4.44678], [-7.42740, -8.65551, -3.83438], [-5.94952, -8.27952, -2.91184], [-5.96226, -8.11405, -4.68047], [-8.76685, -5.87115, -2.81247], [-7.29783, -5.49753, -1.89539], [-7.97894, -7.14280, -1.84543], [-6.06746, -6.04118, -5.35585], [-7.20540, 6.70307, 2.59514], [-6.46166, 5.79815, 1.74030], [-6.04274, 4.51045, 2.26915], [-6.14534, 6.11116, 0.47174], [-5.52200, 5.38904, -0.28907], [-6.60370, 6.94618, 3.47322], [-8.13127, 6.21931, 2.91318], [-7.44824, 7.62246, 2.06466], [-4.95530, 4.43508, 2.21917], [-6.47394, 3.71230, 1.66229], [-6.36961, 4.40247, 3.30124], [-6.50636, 7.10652, 0.16605], [1.97920, 3.21983, 4.12433], [0.88550, 4.16912, 4.17000], [0.12889, 4.43029, 2.95783], [0.54617, 4.81991, 5.30491], [-0.35896, 5.62486, 5.40550], [2.72315, 3.55980, 3.40021], [1.59740, 2.24290, 3.81881], [2.45059, 3.12784, 5.10195], [0.19942, 5.49122, 2.71063], [-0.91978, 4.18142, 3.12702], [0.51656, 3.83693, 2.13488], [1.18264, 4.54947, 6.16506], [2.44352, 0.84091, -2.26780], [3.72981, 1.44972, -2.54476], [4.88860, 1.01659, -1.78398], [3.88327, 2.40464, -3.48636], [4.93417, 2.95259, -3.76476], [2.18003, 1.02162, -1.22446], [2.51138, -0.23477, -2.44422], [1.66864, 1.25960, -2.90917], [5.31241, 1.87471, -1.25542], [5.64093, 0.62221, -2.46907], [4.60678, 0.24735, -1.06983], [2.94111, 2.65736, -4.00291], [6.98699, -4.42454, -0.35331], [5.95237, -3.42508, -0.14502], [5.30501, -3.34335, 1.15106], [5.57348, -2.57070, -1.11535], [4.71404, -1.71313, -0.99861], [6.56224, -5.41749, -0.18775], [7.79819, -4.25291, 0.35451], [7.38097, -4.36922, -1.36679], [4.23223, -3.50589, 1.03184], [5.45971, -2.34771, 1.57190], [5.71569, -4.09301, 1.82498], [6.12510, -2.71528, -2.05859], [9.01206, -2.35500, 4.36295], [9.34875, -3.47052, 3.49980], [9.50743, -4.79135, 4.08324], [9.52012, -3.32121, 2.16898], [9.80241, -4.21755, 1.39497], [9.79266, -2.23318, 5.11692], [8.05927, -2.55577, 4.85787], [8.92689, -1.43444, 3.78745], [10.51587, -5.15697, 3.88334], [8.79308, -5.47806, 3.62575], [9.33935, -4.75163, 5.15758], [9.37762, -2.28156, 1.82837]]
}